[1]
The following is a DFT calculation (ωB97M-V/def2-TZVPD) of a cluster of 3 separate species, C42H62BNO5 in total.

F_max, eV/A: 1.83
SMILES string: CCCCCCCCCCCCCCCCCCc1cc(OCCCC)c2c(c1B(O)O)C(=O)NC2=O.c1ccccc1.c1ccccc1
HOMO-LUMO gap, eV: 8.86
HOMO level, Ha: -0.333
E_LUMO, eV: -0.18

Structure (ORCA input):
```
! RIJCOSX wB97M-V def2-TZVPD def2/J DEFGRID3
* xyz 0 1
C 12.4982 -3.2199 -0.3680
C 11.5736 -2.9305 0.8378
C 11.8710 -1.4908 1.3563
C 10.9563 -0.4993 0.5928
C 9.5435 -0.4867 1.2160
C 8.6642 0.6286 0.5875
C 7.2380 0.1704 0.2026
C 6.7553 0.6835 -1.1824
C 5.8192 1.9125 -1.1061
C 4.3472 1.5807 -1.4087
C 3.4500 2.7912 -1.0941
C 2.0787 2.7388 -1.7839
C 1.1233 1.6685 -1.1945
C -0.3173 2.1634 -1.3341
C -1.3764 1.1933 -0.7612
C -2.7688 1.4219 -1.4265
C -3.8665 1.8453 -0.3965
C -5.1238 0.9427 -0.5497
C -4.8794 -0.3894 0.1408
C -4.4361 -1.4310 -0.6445
C -4.2190 -2.6921 -0.1048
O -3.8236 -3.8029 -0.7664
C -3.4848 -3.6210 -2.1366
C -2.0601 -3.0894 -2.3385
C -1.5414 -3.4042 -3.7559
C -1.2849 -4.9115 -3.9646
C -4.4305 -2.8242 1.2438
C -4.8727 -1.7836 2.0343
C -5.1248 -0.5419 1.4966
B -5.6839 0.6409 2.3920
O -5.0001 1.8039 2.6153
O -6.9328 0.5313 2.9633
C -5.0155 -2.2947 3.4670
O -5.5001 -1.7074 4.4045
N -4.4438 -3.5472 3.3998
C -4.2763 -4.0624 2.1067
O -4.0840 -5.2229 1.8068
H 13.5529 -3.0643 -0.1330
H 12.3108 -4.2213 -0.7663
H 12.2155 -2.5169 -1.1600
H 11.6666 -3.6867 1.6188
H 10.5649 -2.9029 0.4157
H 11.7148 -1.4169 2.4374
H 12.9236 -1.2519 1.1661
H 10.8715 -0.8854 -0.4320
H 11.3879 0.5040 0.5267
H 9.6915 -0.3520 2.2934
H 9.0780 -1.4666 1.0739
H 8.5598 1.4163 1.3425
H 9.2254 1.0492 -0.2523
H 7.1763 -0.9229 0.2198
H 6.5445 0.5472 0.9634
H 6.3444 -0.1451 -1.7676
H 7.6540 1.0093 -1.7217
H 5.9247 2.3881 -0.1244
H 6.1595 2.6269 -1.8662
H 4.2651 1.2933 -2.4613
H 4.0679 0.7620 -0.7320
H 3.3664 2.9367 -0.0115
H 3.9684 3.6788 -1.4875
H 2.2381 2.6193 -2.8613
H 1.6150 3.7243 -1.6403
H 1.4199 1.4684 -0.1592
H 1.2770 0.7529 -1.7784
H -0.4230 3.1248 -0.8178
H -0.5356 2.2787 -2.4019
H -1.0458 0.1651 -0.9665
H -1.4390 1.2708 0.3281
H -3.0792 0.5332 -1.9770
H -2.6515 2.2514 -2.1317
H -3.4805 1.6450 0.6037
H -4.1164 2.8996 -0.5241
H -6.0235 1.4281 -0.1554
H -5.3195 0.7265 -1.6051
H -4.2602 -1.2533 -1.6963
H -3.4864 -4.6229 -2.5731
H -4.2266 -3.0566 -2.7116
H -1.4121 -3.6612 -1.6613
H -1.9679 -2.0289 -2.0854
H -0.6022 -2.8738 -3.9388
H -2.2810 -3.0540 -4.4874
H -0.6974 -5.1240 -4.8577
H -2.2506 -5.4138 -4.0966
H -0.8520 -5.3396 -3.0557
H -5.6478 2.4004 3.0176
H -7.4642 -0.1279 2.5035
H -4.4851 -4.1715 4.1949
C -1.6480 5.8185 -1.8672
C -2.3992 5.7075 -0.7053
C -2.5863 6.8155 0.1096
C -2.0294 8.0374 -0.2426
C -1.2809 8.1492 -1.4063
C -1.0865 7.0390 -2.2167
H -1.4994 4.9526 -2.5007
H -2.8384 4.7560 -0.4336
H -3.1669 6.7270 1.0192
H -2.1790 8.9028 0.3905
H -0.8477 9.1026 -1.6815
H -0.4980 7.1250 -3.1215
C -11.0651 -2.8804 4.2274
C -10.8121 -3.3436 2.9417
C -9.5276 -3.2783 2.4203
C -8.4961 -2.7566 3.1910
C -8.7450 -2.3023 4.4761
C -10.0323 -2.3578 4.9945
H -12.0684 -2.9286 4.6317
H -11.6178 -3.7543 2.3462
H -9.3303 -3.6315 1.4158
H -7.4910 -2.7044 2.7907
H -7.9337 -1.9016 5.0705
H -10.2293 -1.9974 5.9960
*
```

***

[2]
The following is a DFT calculation (ωB97M-V/def2-TZVPD) of a structure of composition C42H62CaN2O6P2SbSi.

F_max, eV/A: 0.43
Energy relative to the best compared isomer or geometry (same formula, charge and spin), kcal per mole: 0.0
HOMO-LUMO gap, eV: 7.19
HOMO level, Ha: -0.172
E_LUMO, eV: 2.51

Structure (ORCA input):
```
! RIJCOSX wB97M-V def2-TZVPD def2/J DEFGRID3
* xyz -1 1
Ca -0.3963 -0.5383 0.9082
C -1.7549 -2.5041 -2.3332
C -0.4837 -3.0392 -1.7404
C 0.0878 -4.2142 -2.1945
C 1.2283 -4.6834 -1.5342
C 1.7524 -3.9847 -0.4799
C 1.1437 -2.7638 -0.0650
N 0.0354 -2.3331 -0.7293
N 1.5816 -1.9734 0.9246
Si 2.5597 -2.4072 2.2584
C 2.7910 -0.8644 3.3045
C 1.7274 -3.7312 3.3038
C 4.3004 -3.0126 1.8303
H -2.5697 -2.6392 -1.6168
H -2.0194 -3.0310 -3.2505
H -1.6622 -1.4349 -2.5300
H -0.3536 -4.7514 -3.0222
H 1.7011 -5.6065 -1.8524
H 2.6341 -4.3419 0.0349
H 1.8526 -0.3184 3.4248
H 3.5225 -0.1947 2.8483
H 3.1607 -1.1194 4.3020
H 0.7497 -3.3782 3.6436
H 2.3284 -3.9983 4.1783
H 1.5595 -4.6402 2.7196
H 4.7820 -2.3271 1.1273
H 4.3138 -4.0107 1.3878
H 4.9174 -3.0473 2.7334
O -1.3911 0.7810 -2.5447
C -1.4455 1.3896 -1.4750
O -1.7329 0.9146 -0.3286
C -1.1355 2.8825 -1.4968
C -1.2412 3.5462 -2.7146
C -0.9423 4.8924 -2.8243
C -0.5134 5.5876 -1.7009
C -0.4009 4.9342 -0.4836
C -0.7145 3.5785 -0.3540
P -0.5483 2.7157 1.2739
C 0.4684 3.9583 2.1776
C 1.8463 3.8335 1.9990
C 2.7345 4.7121 2.5995
C 2.2553 5.7282 3.4160
C 0.8880 5.8551 3.6148
C 0.0009 4.9813 2.9977
C -2.1994 3.0059 2.0038
C -2.3719 2.7569 3.3659
C -3.5971 2.9765 3.9740
C -4.6786 3.4211 3.2248
C -4.5259 3.6347 1.8631
C -3.2924 3.4332 1.2564
H -1.5493 2.9656 -3.5741
H -1.0352 5.3955 -3.7791
H -0.2653 6.6400 -1.7678
H -0.0593 5.4926 0.3777
H 2.2291 3.0300 1.3782
H 3.7988 4.5905 2.4374
H 2.9429 6.4113 3.8988
H 0.5043 6.6437 4.2510
H -1.0631 5.1074 3.1553
H -1.5437 2.3662 3.9434
H -3.7109 2.7714 5.0317
H -5.6400 3.5854 3.6969
H -5.3668 3.9635 1.2644
H -3.1861 3.6071 0.1934
C 1.6844 2.0665 -3.6919
C 2.2554 2.3792 -2.3112
Sb 2.0626 0.7104 -0.9220
C 2.9073 -0.7548 -2.2474
C 4.3078 -0.4406 -2.7588
C 3.8453 1.0713 0.2613
C 4.7711 2.1894 -0.1994
H 1.6919 2.9575 -4.3263
H 0.6607 1.6935 -3.6386
H 2.2805 1.3026 -4.1967
H 1.7400 3.2299 -1.8593
H 3.3084 2.6553 -2.4000
H 2.1965 -0.8731 -3.0681
H 2.8948 -1.6951 -1.6929
H 4.3428 0.5151 -3.2857
H 4.6655 -1.2086 -3.4509
H 5.0294 -0.3849 -1.9400
H 4.3675 0.1112 0.2939
H 3.5078 1.2595 1.2803
H 5.1613 2.0111 -1.2029
H 5.6297 2.2960 0.4709
H 4.2555 3.1526 -0.2230
C -4.4061 -2.4982 3.8222
C -4.3795 -1.0356 3.3934
C -4.5816 -0.8870 1.8911
C -5.4311 -0.2428 4.1547
O -3.1245 -0.4050 3.7564
P -1.6703 -1.0321 3.5098
O -0.7086 0.1131 3.3500
O -1.6731 -1.9707 2.3312
O -1.3856 -1.9054 4.8208
C -1.0044 -1.3839 6.1166
C -1.8514 -0.1795 6.5083
C 0.4740 -1.0245 6.0907
C -1.2579 -2.5440 7.0683
H -5.3846 -2.9257 3.5931
H -4.2347 -2.5835 4.8971
H -3.6421 -3.0675 3.2951
H -5.5876 -1.2110 1.6140
H -3.8562 -1.4899 1.3478
H -4.4578 0.1583 1.6007
H -6.4267 -0.6386 3.9447
H -5.3971 0.8044 3.8571
H -5.2487 -0.3076 5.2293
H -1.6922 0.6514 5.8212
H -1.5738 0.1428 7.5141
H -2.9121 -0.4336 6.5009
H 0.6491 -0.1998 5.4031
H 1.0597 -1.8832 5.7584
H 0.8080 -0.7358 7.0901
H -2.3167 -2.8080 7.0681
H -0.9625 -2.2747 8.0840
H -0.6820 -3.4148 6.7536
*
```

***

[3]
The following is a DFT calculation (ωB97M-V/def2-TZVPD) of a cluster of 5 separate species, C42H62F32N2O6 in total.

F_max, eV/A: 5.92
SMILES string: CCCCCCCCCCCCCN(CC(C)C)C(=O)OCCCCN.FC(F)C(F)(F)COC(F)(F)C(F)F.FC(F)C(F)(F)COC(F)(F)C(F)F.FC(F)C(F)(F)COC(F)(F)C(F)F.FC(F)C(F)(F)COC(F)(F)C(F)F
HOMO-LUMO gap, eV: 9.68
HOMO level, Ha: -0.341
E_LUMO, eV: 0.41

Structure (ORCA input):
```
! RIJCOSX wB97M-V def2-TZVPD def2/J DEFGRID3
* xyz 0 1
C -3.4998 5.4183 4.9709
C -3.2094 3.9200 4.6931
C -2.6226 3.7062 3.3000
C -1.9283 2.3333 3.1427
C -2.3320 1.6072 1.8317
C -1.2556 1.6616 0.7302
C -1.1241 0.3284 0.0007
C -0.3011 0.4507 -1.2873
C -1.1701 0.5932 -2.5591
C -0.6627 -0.2760 -3.7040
C 0.7936 0.0647 -4.1024
C 0.8293 1.0209 -5.3254
C 1.4126 0.3673 -6.5941
N 2.3168 1.3147 -7.2836
C 1.5482 2.0358 -8.3126
C 2.3737 2.9347 -9.2417
C 3.4679 3.7299 -8.5296
C 1.3818 3.9160 -9.9183
C 3.4118 0.6038 -7.7973
O 4.2875 0.3472 -7.1007
O 3.4189 0.1724 -9.0791
C 4.6273 0.5808 -9.7398
C 5.6716 -0.5503 -9.7818
C 6.1274 -0.9240 -11.2016
C 7.5152 -0.3856 -11.5189
N 7.4580 1.0269 -11.9527
H -2.7440 6.0689 4.5499
H -4.4717 5.6952 4.5841
H -3.5224 5.5815 6.0438
H -4.1502 3.3861 4.7844
H -2.5291 3.5302 5.4418
H -1.8794 4.4864 3.1559
H -3.3941 3.8409 2.5499
H -2.2403 1.7119 3.9763
H -0.8559 2.4888 3.1504
H -3.2304 2.1018 1.4837
H -2.5070 0.5659 2.0712
H -1.4800 2.4699 0.0419
H -0.3044 1.8765 1.2087
H -2.0923 -0.0844 -0.2531
H -0.5889 -0.3512 0.6562
H 0.3110 -0.4376 -1.4199
H 0.3997 1.2794 -1.2476
H -2.1629 0.2332 -2.3017
H -1.2445 1.6303 -2.8684
H -1.2919 -0.1231 -4.5749
H -0.6968 -1.3284 -3.4407
H 1.3095 -0.8580 -4.3475
H 1.3476 0.5372 -3.3020
H -0.1598 1.4148 -5.5290
H 1.4526 1.8655 -5.0611
H 0.5586 0.0936 -7.2151
H 1.9168 -0.5574 -6.3569
H 0.8982 1.3871 -8.9024
H 0.8689 2.6945 -7.7741
H 2.7513 2.3055 -10.0341
H 4.2841 3.8577 -9.2377
H 3.8834 3.2328 -7.6635
H 3.1396 4.7343 -8.3022
H 1.8884 4.8639 -10.0514
H 0.5435 4.1121 -9.2550
H 0.9628 3.5241 -10.8351
H 4.4304 0.8805 -10.7627
H 5.0644 1.4383 -9.2510
H 6.5436 -0.2991 -9.1887
H 5.2123 -1.3785 -9.2578
H 5.4300 -0.5481 -11.9396
H 6.1911 -2.0059 -11.2544
H 8.2059 -0.5153 -10.6897
H 7.9050 -0.9600 -12.3548
H 7.8616 1.6300 -11.2529
H 8.0604 1.1187 -12.7575
C -0.7995 3.3261 10.4558
C -0.8825 3.4970 8.9331
C -0.6200 4.9022 8.4000
F -1.4969 5.8027 8.8958
F -0.7572 4.9046 7.0511
F -2.0734 3.0373 8.4938
F 0.0715 2.6890 8.3907
O -2.0203 3.3888 11.1713
C -2.5209 4.6280 11.4912
C -3.8249 4.9296 10.7526
F -3.6587 4.8135 9.4196
F -4.2137 6.1991 11.0123
F -1.5941 5.5845 11.2831
F -2.7825 4.6155 12.8150
H -0.4477 2.3118 10.6226
H -0.0405 3.9698 10.9002
H 0.3944 5.2348 8.6385
H -4.6111 4.2398 11.0669
C -4.3514 -5.1528 -4.5251
C -4.3684 -4.0332 -5.5752
C -3.0273 -3.3584 -5.8598
F -2.5139 -2.7849 -4.7493
F -3.2035 -2.3800 -6.7807
F -5.3008 -3.1178 -5.2386
F -4.7812 -4.5987 -6.7436
O -4.7123 -4.7932 -3.2024
C -3.7499 -4.2347 -2.3992
C -4.0498 -2.7766 -2.0555
F -4.2110 -2.0443 -3.1733
F -3.0107 -2.2555 -1.3616
F -2.5315 -4.3825 -2.9555
F -3.7400 -4.9427 -1.2458
H -5.1249 -5.8562 -4.8272
H -3.4223 -5.7216 -4.5467
H -2.3043 -4.0760 -6.2587
H -4.9595 -2.7025 -1.4554
C 2.7269 -1.2293 9.6842
C 1.5212 -0.8951 10.5712
C 1.0645 -1.9928 11.5293
F 0.7060 -3.1118 10.8677
F -0.0196 -1.5583 12.2204
F 0.4959 -0.4829 9.7980
F 1.8829 0.1755 11.3416
O 2.4489 -1.6895 8.3784
C 2.1445 -3.0223 8.2167
C 0.6991 -3.2301 7.7675
F -0.1622 -2.6437 8.6284
F 0.4098 -4.5499 7.7344
F 2.4306 -3.7096 9.3413
F 2.9568 -3.4949 7.2506
H 3.2513 -0.2885 9.5254
H 3.4423 -1.8742 10.1943
H 1.8520 -2.2384 12.2479
H 0.5401 -2.8057 6.7831
C -1.3253 -4.5343 0.9610
C -0.4731 -5.7703 1.2784
C -0.9950 -6.6813 2.3875
F -1.1005 -6.0229 3.5624
F -0.1288 -7.7080 2.5707
F 0.7952 -5.3864 1.5345
F -0.4292 -6.5183 0.1395
O -0.9442 -3.3178 1.5776
C -1.3562 -3.0738 2.8644
C -0.1824 -3.0537 3.8435
F 0.5189 -4.1997 3.7748
F -0.6371 -2.9352 5.1193
F -2.3033 -3.9578 3.2335
F -1.9427 -1.8572 2.8508
H -1.1901 -4.3408 -0.1016
H -2.3909 -4.7269 1.0799
H -1.9701 -7.1009 2.1235
H 0.4935 -2.2243 3.6246
*
```

***

[4]
The following is a DFT calculation (ωB97M-V/def2-TZVPD) of a cluster of 10 separate species, C42H62N10O14 in total.

F_max, eV/A: 9.34
SMILES string: O=[N+]([O-])c1ccccc1.O=[N+]([O-])c1ccccc1.O=[N+]([O-])c1ccccc1.O=[N+]([O-])c1ccccc1.CN(C)C=O.CN(C)C=O.CN(C)C=O.CN(C)C=O.CN(C)C=O.CN(C)C=O
Energy relative to the best compared isomer or geometry (same formula, charge and spin), kcal per mole: 454.6
HOMO-LUMO gap, eV: 6.03
HOMO level, Ha: -0.295
E_LUMO, eV: -2.00

Structure (ORCA input):
```
! RIJCOSX wB97M-V def2-TZVPD def2/J DEFGRID3
* xyz 0 1
C 46.5620 27.2140 35.6390
C 46.0110 26.0430 36.3620
C 45.0680 25.1960 35.5410
C 44.8810 25.4780 34.0680
C 45.3360 26.7790 33.4620
C 46.2830 27.4910 34.2770
N 44.0640 24.5480 33.2500
O 43.8060 24.9660 32.0830
O 43.5930 23.5620 33.7500
H 47.2950 27.7850 36.2340
H 46.3000 25.7270 37.3200
H 44.6260 24.1550 35.9430
H 45.0940 27.2310 32.6230
H 46.5480 28.3810 33.8200
C 50.8710 19.8160 37.8040
C 49.5900 18.9200 37.9730
C 48.2880 19.6120 38.3250
C 48.2010 21.2460 38.2750
C 49.4430 22.0670 38.1050
C 50.7630 21.2940 37.8610
N 46.8800 21.9670 38.4160
O 45.8500 21.2810 38.7970
O 46.9090 23.2470 38.3400
H 51.7860 19.4530 37.6580
H 49.6820 17.7140 38.0480
H 47.4100 19.1290 38.6110
H 49.2600 23.1010 38.4510
H 51.6220 21.7900 37.6570
C 49.8920 34.2580 38.6370
C 48.6560 34.3190 37.5850
C 48.1400 33.0120 36.9840
C 48.8160 31.6840 37.4000
C 49.8370 31.7320 38.4880
C 50.3860 33.0560 39.1210
N 48.2620 30.4440 36.8360
O 47.3040 30.4940 35.9790
O 48.7950 29.3950 37.2950
H 50.3370 35.1120 38.9900
H 48.4960 35.2760 37.2700
H 47.2800 33.1740 36.2720
H 50.2320 30.7330 38.7620
H 51.1440 33.2140 39.7340
C 58.5090 20.9190 38.3010
C 57.0680 20.3710 38.4630
C 55.9810 21.2730 38.1120
C 56.2040 22.6160 37.4390
C 57.6750 23.2710 37.6010
C 58.7640 22.2670 37.8810
N 55.1250 23.5120 36.9720
O 53.9550 23.1710 37.4140
O 55.3800 24.4400 36.1570
H 59.4960 20.4020 38.4560
H 56.8010 19.4520 38.7490
H 54.9460 20.8690 38.3330
H 57.8540 24.2690 37.2060
H 59.7800 22.5480 37.7400
C 49.4370 24.9460 34.5020
O 49.4010 23.6550 34.4410
N 50.2270 25.4720 35.4270
C 50.2660 26.9910 35.5840
C 51.2910 24.7430 36.2950
H 49.0850 25.6730 33.7710
H 49.5840 27.5440 34.9960
H 51.0700 27.6060 35.1360
H 50.0730 27.2000 36.6510
H 51.7020 23.8850 35.6470
H 50.7890 24.3580 37.1860
H 52.1610 25.3650 36.4060
C 46.6170 19.5290 33.2470
O 45.3520 19.4920 33.3220
N 47.2640 20.5900 33.6900
C 48.6670 20.6640 33.6430
C 46.6430 21.5740 34.5160
H 47.2290 18.7200 32.8990
H 48.8280 21.5520 33.0100
H 49.0990 19.7630 33.0300
H 49.3430 20.6360 34.4670
H 46.0400 22.2830 33.8980
H 47.4820 22.2560 35.0260
H 45.7900 20.9720 35.0890
C 49.0300 28.1780 40.5280
O 48.5110 29.1530 41.1340
N 50.1760 27.7520 40.8770
C 50.8900 26.6800 40.0910
C 50.9690 28.5680 41.8250
H 48.3140 27.4860 39.8780
H 51.0880 25.6870 40.8420
H 51.8950 26.9830 39.7490
H 50.3070 26.4460 39.1940
H 50.6280 28.5500 42.9020
H 50.9260 29.6060 41.6360
H 52.2040 28.5060 41.8610
C 48.4130 28.3460 31.8620
O 49.5670 27.9740 32.2280
N 48.0290 29.6040 32.1060
C 46.8370 30.1450 31.5470
C 48.6820 30.4180 33.0960
H 47.7250 27.8950 31.2850
H 46.8460 30.6930 30.6250
H 46.2720 30.7530 32.3160
H 46.2180 29.0820 31.2020
H 49.0050 29.8670 33.8970
H 48.1030 31.4340 33.2460
H 49.5280 30.9220 32.3510
C 52.9890 21.0950 33.8480
O 52.2020 20.0740 33.8340
N 54.0520 21.1510 33.0410
C 55.0270 22.2920 33.0140
C 54.4400 20.0600 32.0750
H 52.8150 22.0730 34.5190
H 55.9280 22.0060 32.3660
H 55.1400 22.6500 34.0340
H 54.5610 23.3130 32.7060
H 53.6200 19.7340 31.4540
H 54.7720 19.2180 32.6380
H 55.1770 20.2040 31.1400
C 54.8150 27.8940 31.7230
O 54.5310 28.8020 32.5290
N 53.9640 26.8370 31.5580
C 54.3270 25.8250 30.5910
C 52.7530 26.5860 32.4270
H 55.6790 27.8360 31.1570
H 53.5630 25.8010 29.7810
H 54.2710 24.8560 30.9160
H 55.1320 26.1440 30.0820
H 52.6940 27.4380 33.0150
H 53.0940 25.9210 33.2470
H 51.8500 26.3950 32.0200
*
```